1.
# C30H21AsClN3O6SW

C30H21AsClN3O6SW as an isolated structure (ωB97M-V with the def2-TZVPD basis set, the OMol25 dataset).

Structure (ORCA input):
```
! RIJCOSX wB97M-V def2-TZVPD def2/J DEFGRID3
* xyz 2 3
W -1.204 0.484 -0.263
S -1.243 2.775 0.016
C -0.126 3.167 1.357
C -0.393 4.326 2.075
C 0.494 4.718 3.069
C 1.646 3.986 3.323
C 1.913 2.833 2.596
C 1.011 2.412 1.626
As 1.264 0.889 0.522
C 1.857 -0.589 1.572
C 1.731 -0.574 2.959
C 2.093 -1.696 3.692
C 2.565 -2.830 3.050
C 2.669 -2.854 1.665
C 2.307 -1.740 0.924
C 2.574 1.422 -0.768
C 3.167 0.498 -1.632
C 4.090 0.928 -2.573
C 4.409 2.276 -2.669
C 3.812 3.196 -1.823
C 2.888 2.777 -0.872
H -1.270 4.922 1.862
H 0.291 5.613 3.640
H 2.339 4.315 4.084
H 2.826 2.281 2.784
H 1.343 0.291 3.476
H 2.003 -1.682 4.769
H 2.851 -3.697 3.628
H 3.038 -3.739 1.166
H 2.401 -1.782 -0.156
H 2.954 -0.562 -1.561
H 4.566 0.209 -3.226
H 5.130 2.609 -3.403
H 4.064 4.244 -1.893
H 2.437 3.510 -0.217
O -2.127 -2.031 2.747
C -2.316 -1.247 1.891
O -1.278 -0.391 1.414
C -3.503 -1.077 0.991
C -4.455 -2.025 0.828
C -5.306 -1.892 -0.317
C -5.097 -1.016 -1.351
C -4.041 -0.111 -1.158
C -3.368 0.047 0.099
N -3.457 0.571 -2.210
O -3.928 0.774 -3.295
O -2.212 1.028 -1.935
N -6.398 -2.901 -0.481
O -6.556 -3.662 0.443
O -7.016 -2.864 -1.516
H -4.543 -2.890 1.470
H -5.662 -1.087 -2.270
H -3.570 1.023 0.584
Cl 1.600 -1.021 -4.959
C 0.771 -1.577 -3.571
C 0.593 -2.934 -3.326
C -0.072 -3.325 -2.171
C -0.549 -2.363 -1.303
N -0.381 -1.051 -1.562
C 0.275 -0.657 -2.663
H 0.972 -3.664 -4.028
H -0.225 -4.369 -1.940
H -1.061 -2.635 -0.387
H 0.413 0.411 -2.827
*
```

Gap between HOMO and LUMO (spin up / spin down), eV: 6.48 / 5.70
Lowest unoccupied orbital energy (spin up / spin down), hartree: -0.2895 / -0.3229
F_max, eV/A: 0.69
Energy relative to the best compared isomer or geometry (same formula, charge and spin), kcal per mole: 0.0

Atom-resolved charges from natural (NBO), all expressed in e: W 1.509; S 0.172; C -0.220; C -0.193; C -0.153; C -0.179; C -0.198; C -0.299; As 1.109; C -0.268; C -0.217; C -0.183; C -0.168; C -0.183; C -0.254; C -0.281; C -0.245; C -0.182; C -0.165; C -0.182; C -0.227; H 0.244; H 0.248; H 0.247; H 0.241; H 0.228; H 0.240; H 0.241; H 0.232; H 0.202; H 0.206; H 0.235; H 0.242; H 0.241; H 0.230; O -0.426; C 0.770; O -0.699; C -0.080; C -0.149; C 0.121; C -0.181; C 0.209; C -0.607; N 0.422; O -0.196; O -0.537; N 0.515; O -0.314; O -0.318; H 0.299; H 0.308; H 0.320; Cl 0.120; C -0.060; C -0.123; C -0.205; C 0.044; N -0.550; C 0.033; H 0.269; H 0.266; H 0.229; H 0.252

***

2.
# C30H21Br2I2N5O5Ta

C30H21Br2I2N5O5Ta as an isolated structure (ωB97M-V with the def2-TZVPD basis set, the OMol25 dataset).

Structure (ORCA input):
```
! RIJCOSX wB97M-V def2-TZVPD def2/J DEFGRID3
* xyz 3 1
Ta -0.392 0.429 -0.233
I -3.244 -2.663 -6.782
C -2.321 -1.718 -5.190
C -1.022 -1.233 -5.335
C -0.390 -0.588 -4.278
I 1.563 0.092 -4.443
C -1.102 -0.439 -3.103
O -0.558 0.191 -2.012
C -2.387 -0.933 -2.915
C -3.070 -0.710 -1.595
N -2.183 -1.055 -0.414
C -1.807 -2.496 -0.443
C -0.324 -2.694 -0.569
C 0.195 -3.941 -0.875
C 1.566 -4.119 -0.900
C 2.391 -3.039 -0.608
C 1.814 -1.824 -0.328
N 0.471 -1.637 -0.311
C -2.998 -1.582 -3.976
H -0.502 -1.361 -6.274
H -3.963 -1.335 -1.530
H -3.385 0.327 -1.475
H -2.773 -0.895 0.399
H -2.315 -2.994 -1.269
H -2.153 -2.981 0.473
H -0.477 -4.762 -1.088
H 1.989 -5.086 -1.140
H 3.467 -3.135 -0.608
H 2.428 -0.961 -0.119
H -4.001 -1.975 -3.869
Br 0.937 -1.108 6.324
C 0.483 -0.665 4.588
C -0.673 -1.176 3.999
C -0.959 -0.827 2.701
N -0.183 -0.009 1.964
C 0.930 0.500 2.548
C 1.294 0.190 3.840
C 1.748 1.384 1.688
C 2.655 2.292 2.181
C 3.420 3.045 1.283
Br 4.650 4.269 1.911
C 3.235 2.861 -0.090
C 2.273 1.977 -0.512
N 1.535 1.245 0.353
H -1.338 -1.828 4.548
H -1.862 -1.199 2.238
H 2.198 0.593 4.273
H 2.778 2.432 3.245
H 3.815 3.417 -0.812
H 2.065 1.835 -1.567
O -2.079 1.447 0.286
C -1.753 2.543 -0.369
O -0.534 2.519 -0.738
C -2.695 3.584 -0.654
C -3.999 3.502 -0.143
C -4.904 4.502 -0.434
C -4.481 5.548 -1.237
C -3.200 5.659 -1.752
C -2.291 4.666 -1.450
N -5.466 6.621 -1.566
O -5.135 7.413 -2.416
O -6.521 6.578 -0.977
H -4.289 2.673 0.488
H -5.915 4.497 -0.052
H -2.944 6.508 -2.370
H -1.278 4.717 -1.826
*
```

Gap between HOMO and LUMO, eV: 5.42
Lowest unoccupied orbital energy, hartree: -0.3705
F_max, eV/A: 0.91
Energy relative to the best compared isomer or geometry (same formula, charge and spin), kcal per mole: 11.0

Atom-resolved charges from natural (NBO), all expressed in e: Ta 2.608; I 0.310; C -0.148; C -0.239; C -0.192; I 0.253; C 0.254; O -0.719; C -0.106; C -0.234; N -0.644; C -0.282; C 0.244; C -0.217; C -0.070; C -0.217; C 0.068; N -0.577; C -0.204; H 0.265; H 0.243; H 0.245; H 0.421; H 0.260; H 0.251; H 0.261; H 0.267; H 0.268; H 0.222; H 0.250; Br 0.278; C -0.014; C -0.244; C 0.104; N -0.603; C 0.191; C -0.224; C 0.202; C -0.234; C 0.005; Br 0.285; C -0.252; C 0.112; N -0.616; H 0.278; H 0.204; H 0.266; H 0.268; H 0.282; H 0.250; O -0.740; C 0.805; O -0.677; C -0.172; C -0.141; C -0.189; C 0.125; C -0.198; C -0.115; N 0.515; O -0.319; O -0.321; H 0.238; H 0.283; H 0.285; H 0.244

***

3.
# C30H21BrCl4FeN3O4S

C30H21BrCl4FeN3O4S as an isolated structure (ωB97M-V with the def2-TZVPD basis set, the OMol25 dataset).

Structure (ORCA input):
```
! RIJCOSX wB97M-V def2-TZVPD def2/J DEFGRID3
* xyz -2 6
Fe -0.911 -0.977 0.073
C 6.965 0.966 -1.519
C 5.855 0.110 -0.964
C 6.133 -1.060 -0.266
C 5.110 -1.868 0.210
C 3.789 -1.503 -0.011
C 3.489 -0.335 -0.701
C 4.524 0.462 -1.167
S 2.493 -2.617 0.497
O 3.015 -3.266 1.688
O 2.183 -3.447 -0.631
N 1.255 -1.678 0.799
C 1.241 -0.810 1.845
C 2.192 -0.603 2.868
C 1.907 0.324 3.844
C 0.706 1.037 3.829
C -0.165 0.790 2.788
N 0.107 -0.076 1.817
H 7.930 0.692 -1.090
H 6.789 2.024 -1.314
H 7.036 0.854 -2.603
H 7.166 -1.346 -0.095
H 5.321 -2.775 0.760
H 2.451 -0.065 -0.880
H 4.283 1.364 -1.719
H 3.094 -1.195 2.891
H 2.622 0.485 4.644
H 0.456 1.761 4.591
H -1.115 1.306 2.708
Cl 2.090 -0.834 -6.111
C 1.230 -1.317 -4.676
C 0.604 -2.546 -4.612
Cl 0.682 -3.644 -5.962
C -0.105 -2.908 -3.454
Cl -0.917 -4.443 -3.351
C -0.185 -2.058 -2.364
O -0.860 -2.326 -1.274
C 0.489 -0.799 -2.411
O 0.412 -0.053 -1.351
C 1.160 -0.448 -3.577
Cl 1.899 1.131 -3.631
N 0.628 2.505 -0.554
C -0.236 2.905 0.441
C 0.235 3.686 1.505
C -0.612 4.134 2.502
C -1.967 3.829 2.457
C -2.441 3.072 1.390
C -1.609 2.595 0.384
C -2.209 1.842 -0.765
C -2.888 2.615 -1.713
C -3.524 2.034 -2.798
C -3.504 0.653 -2.922
C -2.832 -0.120 -1.984
C -2.151 0.447 -0.896
H 1.584 2.384 -0.254
H 0.332 1.732 -1.150
H 1.294 3.924 1.542
H -0.210 4.719 3.322
H -2.641 4.169 3.233
H -3.494 2.822 1.329
H -2.894 3.695 -1.596
H -4.025 2.652 -3.534
H -4.007 0.172 -3.755
H -2.847 -1.196 -2.096
Br -2.613 -1.807 1.532
*
```

Gap between HOMO and LUMO (spin up / spin down), eV: 6.15 / 6.26
Lowest unoccupied orbital energy (spin up / spin down), hartree: 0.1558 / 0.1558
F_max, eV/A: 0.95
Energy relative to the best compared isomer or geometry (same formula, charge and spin), kcal per mole: 0.0

Atom-resolved charges from natural (NBO), all expressed in e: Fe 1.663; C -0.625; C -0.018; C -0.242; C -0.202; C -0.251; C -0.214; C -0.222; S 2.338; O -0.999; O -0.942; N -1.007; C 0.419; C -0.319; C -0.151; C -0.328; C 0.099; N -0.589; H 0.200; H 0.209; H 0.214; H 0.191; H 0.229; H 0.277; H 0.211; H 0.240; H 0.194; H 0.206; H 0.218; Cl -0.022; C -0.102; C -0.105; Cl -0.022; C -0.139; Cl -0.010; C 0.343; O -0.806; C 0.282; O -0.820; C -0.136; Cl -0.028; N -0.819; C 0.206; C -0.276; C -0.209; C -0.314; C -0.132; C -0.138; C -0.016; C -0.226; C -0.259; C -0.223; C -0.249; C -0.372; H 0.370; H 0.440; H 0.198; H 0.193; H 0.196; H 0.205; H 0.192; H 0.188; H 0.192; H 0.216; Br -0.596

***

4.
# C30H21N3O2PtS

C30H21N3O2PtS as an isolated structure (ωB97M-V with the def2-TZVPD basis set, the OMol25 dataset).

Structure (ORCA input):
```
! RIJCOSX wB97M-V def2-TZVPD def2/J DEFGRID3
* xyz 0 1
Pt 0.305 0.048 -1.424
C 0.682 3.732 -2.119
O 0.439 2.742 -1.125
C -0.158 3.098 0.052
C -0.842 4.285 0.270
C -1.416 4.518 1.514
C -1.306 3.586 2.536
C -0.613 2.404 2.316
C -0.049 2.154 1.078
N 0.699 1.012 0.702
N 1.159 0.316 1.630
C 2.053 -0.685 1.254
C 2.630 -0.800 -0.028
O 2.297 -0.112 -1.091
C 3.739 -1.698 -0.180
C 4.150 -2.500 0.827
C 3.524 -2.470 2.108
C 3.941 -3.328 3.147
C 3.358 -3.268 4.383
C 2.333 -2.332 4.615
C 1.906 -1.493 3.620
C 2.487 -1.544 2.330
H -0.115 3.732 -2.865
H 1.621 3.463 -2.596
H 0.775 4.723 -1.678
H -0.946 5.021 -0.515
H -1.959 5.440 1.678
H -1.756 3.780 3.500
H -0.498 1.660 3.094
H 4.217 -1.721 -1.151
H 4.973 -3.188 0.669
H 4.734 -4.039 2.947
H 3.681 -3.930 5.175
H 1.872 -2.277 5.593
H 1.116 -0.780 3.805
S -3.838 -1.556 -1.586
C -4.042 0.167 -1.521
C -5.225 0.894 -1.450
C -5.143 2.273 -1.463
C -3.902 2.912 -1.565
C -2.731 2.187 -1.636
C -2.800 0.799 -1.590
N -1.728 -0.091 -1.647
C -2.135 -1.338 -1.696
C -1.137 -2.352 -1.932
C -1.395 -3.707 -2.131
C -0.353 -4.542 -2.481
C 0.928 -4.008 -2.637
C 1.185 -2.664 -2.417
C 0.151 -1.803 -2.049
H -6.183 0.393 -1.401
H -6.048 2.862 -1.406
H -3.861 3.993 -1.595
H -1.772 2.668 -1.744
H -2.399 -4.101 -2.013
H -0.529 -5.596 -2.643
H 1.741 -4.660 -2.934
H 2.189 -2.279 -2.531
*
```

Gap between HOMO and LUMO, eV: 6.91
Lowest unoccupied orbital energy, hartree: -0.0137
F_max, eV/A: 0.78
Energy relative to the best compared isomer or geometry (same formula, charge and spin), kcal per mole: 14.4

Atom-resolved charges from natural (NBO), all expressed in e: Pt 0.792; C -0.250; O -0.534; C 0.378; C -0.317; C -0.188; C -0.233; C -0.180; C 0.010; N -0.270; N -0.136; C 0.010; C 0.379; O -0.700; C -0.262; C -0.140; C -0.098; C -0.165; C -0.239; C -0.200; C -0.207; C -0.020; H 0.181; H 0.212; H 0.185; H 0.219; H 0.215; H 0.218; H 0.233; H 0.220; H 0.209; H 0.206; H 0.211; H 0.209; H 0.224; S 0.440; C -0.240; C -0.206; C -0.211; C -0.192; C -0.236; C 0.194; N -0.482; C 0.098; C -0.127; C -0.182; C -0.245; C -0.175; C -0.255; C -0.106; H 0.225; H 0.220; H 0.216; H 0.230; H 0.209; H 0.215; H 0.212; H 0.227

***

Electronic energy / eV: -134206.790, -206953.627, -209470.788, -54097.501